Entry w
Computed, not measured: a 6-piece molecular cluster, H11O5S overall, with the ωB97M-V functional and the def2-TZVPD basis.

Calculated values
net charge	-1

Positions of all 17 atoms, in Å:
S (-1.62, -2.04, -0.41)
O (-0.19, 0.48, 1.43)
O (0.42, 2.41, -0.98)
O (1.42, -1.77, 1.23)
O (1.75, -0.53, -1.32)
O (-2.06, 1.27, -0.50)
H (0.87, -2.56, 1.21)
H (0.45, 2.31, -0.02)
H (-0.49, 2.21, -1.28)
H (0.30, 0.65, 2.24)
H (1.61, -1.60, 0.29)
H (-2.76, 0.60, -0.46)
H (0.94, -0.81, -1.76)
H (-1.43, 0.85, 0.12)
H (-0.33, -0.48, 1.54)
H (-0.48, -1.35, -0.33)
H (1.60, 0.36, -0.98)

These are the Mulliken partial charges, in e, on atoms 1 to 5: -0.61 -0.65 -0.68 -0.67 -0.73

***

Entry x
Computed, not measured: a 6-piece molecular cluster, H11O5S overall, with the ωB97M-V functional and the def2-TZVPD basis.

Calculated values
net charge	-1

Positions of all 17 atoms, in Å:
S (-1.76, 1.18, -1.86)
O (0.53, -2.34, 2.42)
O (1.32, 0.63, -3.07)
O (-2.21, 0.12, 1.56)
O (0.38, 1.07, 0.72)
O (2.14, -1.06, 0.08)
H (-1.96, 2.10, -0.90)
H (1.58, -0.48, 0.62)
H (0.21, 1.38, -0.20)
H (0.60, 1.21, -3.34)
H (0.80, 0.01, -2.53)
H (-0.40, 0.57, 0.96)
H (-2.57, -0.74, 1.35)
H (-2.42, 0.71, 0.83)
H (2.51, -0.42, -0.53)
H (1.10, -2.46, 1.65)
H (0.13, -1.48, 2.24)

These are the Mulliken partial charges, in e, on atoms 1 to 5: -0.85 -0.67 -0.65 -0.70 -0.65

***

Which of them is the least stable? Correct choice: entry w.

***

Entry w
Computed, not measured: a 3-piece molecular cluster, C2H9NO3 overall, with the ωB97M-V functional and the def2-TZVPD basis.

Calculated values
SMILES string	NCC=O.O.O
net charge	0

Positions of all 15 atoms, in Å:
O (-3.27, -1.86, -0.18)
O (-1.17, 1.45, 1.13)
O (4.11, 0.18, 2.50)
N (0.59, 0.18, -1.57)
C (-0.99, 0.65, 0.25)
C (-0.50, 1.08, -1.12)
H (4.79, -0.25, 1.98)
H (-1.19, -0.42, 0.37)
H (-3.87, -2.47, -0.64)
H (-3.15, -2.25, 0.70)
H (1.44, 0.71, -1.40)
H (-1.37, 0.93, -1.77)
H (4.24, -0.15, 3.39)
H (0.56, 0.12, -2.58)
H (-0.21, 2.12, -1.05)

These are the Mulliken partial charges, in e, on atoms 1 to 5: -0.62 -0.48 -0.64 -0.62 0.07

***

Entry x
Computed, not measured: a 3-piece molecular cluster, C2H9NO3 overall, with the ωB97M-V functional and the def2-TZVPD basis.

Calculated values
SMILES string	NCC=O.O.O
net charge	0

Positions of all 15 atoms, in Å:
O (2.40, -1.24, -1.85)
O (-0.05, -1.19, 1.40)
O (-3.37, 0.57, -0.80)
N (1.63, 0.87, 0.53)
C (0.17, 1.02, 0.57)
C (-0.54, -0.25, 0.83)
H (-0.22, 1.57, -0.28)
H (-3.09, 1.28, -1.34)
H (1.83, 0.21, 1.27)
H (-3.71, -0.12, -1.38)
H (-0.17, 1.70, 1.38)
H (-1.59, -0.35, 0.54)
H (2.11, 1.73, 0.72)
H (2.53, -0.46, -2.37)
H (1.80, -0.89, -1.15)

These are the Mulliken partial charges, in e, on atoms 1 to 5: -0.67 -0.49 -0.63 -0.52 -0.56

***

Which of them is the least stable? Correct choice: entry w.

***

Entry w
Computed, not measured: an isolated ion of composition C3H5O3 and charge -1, with the ωB97M-V functional and the def2-TZVPD basis.

Calculated values
SMILES string	C[C@@H](O)C(=O)[O-]
net charge	-1

Positions of all 11 atoms, in Å:
O (-0.98, 2.05, 0.57)
O (-1.97, 0.61, -0.93)
O (0.76, 0.41, 1.44)
C (0.78, -0.83, -0.74)
C (-1.22, 0.98, -0.08)
C (-0.03, -0.24, 0.52)
H (1.22, -1.86, -0.72)
H (1.66, -0.22, -1.11)
H (0.28, 1.21, 1.56)
H (-0.46, -1.12, 0.93)
H (-0.03, -0.98, -1.43)

These are the Mulliken partial charges, in e, on atoms 1 to 5: -0.77 -0.63 -0.59 -1.10 0.67

***

Entry x
Computed, not measured: a 2-piece molecular cluster, C3H5O3 overall, with the ωB97M-V functional and the def2-TZVPD basis.

Calculated values
net charge	-1

Positions of all 11 atoms, in Å:
O (-3.04, 0.55, 0.68)
O (-2.28, -1.10, -0.75)
O (0.65, 1.51, -0.78)
C (-2.47, -0.22, 0.00)
C (0.41, 0.60, 0.37)
C (1.27, -0.64, 0.22)
H (0.26, 1.05, -1.53)
H (1.25, -1.21, 1.16)
H (0.76, 1.19, 1.24)
H (2.33, -0.45, -0.03)
H (0.88, -1.30, -0.57)

These are the Mulliken partial charges, in e, on atoms 1 to 5: -0.22 -0.26 -0.46 0.25 -0.53

***

Which of them is the least stable? Correct choice: entry x.

***

Entry w
Computed, not measured: a 2-piece molecular cluster, C3H5O3 overall, with the ωB97M-V functional and the def2-TZVPD basis.

Calculated values
net charge	-1

Positions of all 11 atoms, in Å:
O (0.88, 2.60, -2.56)
O (-0.31, -0.07, 2.84)
O (0.15, 0.70, -1.55)
C (0.09, 1.68, -2.33)
C (0.05, -0.19, 1.70)
C (-0.10, -1.54, 0.95)
H (-0.95, 1.80, -2.75)
H (0.86, -1.91, 0.61)
H (-0.89, -1.45, 0.21)
H (0.53, 0.65, 1.13)
H (-0.32, -2.25, 1.76)

These are the Mulliken partial charges, in e, on atoms 1 to 5: -0.64 -0.51 -0.53 -0.07 0.16

***

Entry x
Computed, not measured: C3H5O3 as an isolated structure, with the ωB97M-V functional and the def2-TZVPD basis.

Calculated values
net charge	-1

Positions of all 11 atoms, in Å:
O (-2.06, -1.16, 0.96)
O (0.73, 0.74, -0.49)
O (-1.61, 0.28, -0.71)
C (3.03, 0.74, 0.25)
C (-1.79, -0.90, -0.20)
C (1.70, 0.36, 0.24)
H (-0.42, 0.59, -0.61)
H (3.78, -0.03, 0.10)
H (1.45, -0.50, 0.93)
H (3.39, 1.71, 0.56)
H (-1.56, -1.69, -0.94)

These are the Mulliken partial charges, in e, on atoms 1 to 5: -0.54 -0.60 -0.65 -0.87 0.08

***

Which of them is the least stable? Correct choice: entry x.

***

Entry w
Computed, not measured: BeH8O4 as an isolated structure, with the ωB97M-V functional and the def2-TZVPD basis.

Calculated values
net charge	+2

Positions of all 13 atoms, in Å:
O (5.08, 10.76, -2.19)
O (7.41, 12.05, -2.25)
O (4.95, 13.44, -2.73)
O (5.86, 11.65, -4.55)
Be (5.87, 12.05, -2.76)
H (7.75, 12.63, -1.58)
H (4.11, 13.27, -2.30)
H (4.71, 10.18, -2.87)
H (5.30, 10.22, -1.39)
H (4.95, 14.30, -3.13)
H (5.84, 12.40, -5.17)
H (8.15, 11.98, -2.91)
H (6.38, 10.94, -4.96)

These are the Mulliken partial charges, in e, on atoms 1 to 5: -0.32 -0.30 -0.32 -0.45 0.18

***

Entry x
Computed, not measured: BeH8O4 as an isolated structure, with the ωB97M-V functional and the def2-TZVPD basis.

Calculated values
net charge	+2

Positions of all 13 atoms, in Å:
O (20.30, 8.58, -11.44)
O (19.71, 6.95, -9.37)
O (19.08, 9.58, -9.36)
O (21.75, 8.78, -9.11)
Be (20.28, 8.42, -9.81)
H (18.11, 9.74, -9.48)
H (19.48, 6.20, -9.93)
H (21.94, 9.24, -8.26)
H (19.26, 10.42, -8.98)
H (19.72, 9.22, -11.88)
H (19.63, 6.67, -8.44)
H (22.40, 8.08, -9.15)
H (20.14, 7.71, -11.85)

These are the Mulliken partial charges, in e, on atoms 1 to 5: -0.33 -0.31 -0.36 -0.32 0.16

***

Which of them is the least stable? Correct choice: entry x.